Record 1
C31H47InN7S2 as an isolated structure in a non-equilibrium geometry, computed with ωB97M-V/def2-TZVPD.

Output
Molar mass   696.72 g mol⁻¹
DFT total energy   -2578.30852 a.u.
HOMO-LUMO gap (spin up / spin down)   0.171 / 0.146 hartree
LUMO level (spin up / spin down)   -10.7 / -11.3 eV
Total charge   +3

Structure (XYZ):
```
88
C31H47InN7S2 | the Open Molecules 2025 dataset | ωB97M-V/def2-TZVPD
In -0.137 1.119 -0.023
C 1.990 2.015 4.808
C 0.974 2.104 3.657
C -0.231 2.932 4.087
C 1.616 2.572 2.384
C 2.639 1.803 1.800
C 3.185 2.146 0.584
C 2.733 3.279 -0.110
C 3.273 3.614 -1.446
C 1.757 4.080 0.494
C 1.221 3.745 1.722
H 1.472 1.694 5.709
H 2.440 2.987 4.990
H 2.783 1.302 4.601
H 0.627 1.074 3.458
H 0.078 3.920 4.421
H -0.725 2.442 4.921
H -0.954 3.038 3.277
H 3.027 0.946 2.332
H 3.994 1.563 0.166
H 2.754 2.993 -2.196
H 4.337 3.393 -1.518
H 3.107 4.659 -1.697
H 1.461 5.002 0.013
H 0.532 4.425 2.197
N -4.770 2.917 -0.591
C -4.765 4.306 -0.560
C -5.957 5.007 -0.402
C -5.954 6.390 -0.356
C -4.757 7.095 -0.466
C -3.561 6.416 -0.615
C -3.560 5.030 -0.665
S -2.036 4.169 -0.822
N -2.461 2.594 -0.773
C -3.671 2.132 -0.671
C -3.800 0.661 -0.618
C -5.023 -0.010 -0.605
C -5.022 -1.396 -0.501
C -3.813 -2.070 -0.440
C -2.644 -1.319 -0.494
N -2.635 -0.001 -0.565
H -5.681 2.479 -0.511
H -6.882 4.464 -0.294
H -6.883 6.919 -0.215
H -4.760 8.172 -0.413
H -2.623 6.947 -0.677
H -5.971 0.502 -0.682
H -5.955 -1.935 -0.463
H -3.787 -3.143 -0.364
H -1.667 -1.791 -0.475
C 0.365 -4.194 2.455
C 1.552 -5.122 2.688
C 2.510 -5.242 1.504
C 3.429 -4.023 1.336
N 2.744 -2.887 0.742
C 2.384 -2.679 -0.515
S 1.603 -1.167 -0.860
N 2.573 -3.442 -1.574
C 3.103 -4.774 -1.791
C 2.005 -5.728 -2.287
C 1.505 -5.468 -3.709
C 0.539 -4.295 -3.858
H -0.315 -4.259 3.301
H -0.183 -4.484 1.561
H 0.671 -3.153 2.351
H 1.160 -6.119 2.900
H 2.101 -4.803 3.575
H 1.930 -5.405 0.595
H 3.145 -6.115 1.657
H 4.308 -4.265 0.736
H 3.789 -3.708 2.317
H 2.432 -2.181 1.396
H 2.183 -3.052 -2.428
H 3.545 -5.170 -0.884
H 3.887 -4.700 -2.550
H 1.157 -5.719 -1.595
H 2.439 -6.727 -2.258
H 0.985 -6.370 -4.036
H 2.352 -5.340 -4.383
H -0.204 -4.300 -3.063
H 0.014 -4.370 -4.807
H 1.050 -3.332 -3.856
N 1.382 1.741 -3.313
N 0.077 1.432 -2.847
H 1.385 2.174 -4.239
H 1.946 0.897 -3.333
H -0.378 0.697 -3.396
H -0.488 2.273 -2.927
```

Results of the Mulliken charge analysis, in e, for atoms 1 through 8:
1 In 1.036
2 C -1.492
3 C 1.162
4 C -1.712
5 C 0.117
6 C -0.575
7 C -0.693
8 C 0.957

Record 2
C3H9N2 as an isolated structure in a non-equilibrium geometry, computed with ωB97M-V/def2-TZVPD.

Output
Molar mass   73.12 g mol⁻¹
DFT total energy   -228.66246 a.u.
HOMO-LUMO gap   0.208 hartree
LUMO level   -9.3 eV
Total charge   +1

Structure (XYZ):
```
14
C3H9N2 | the Open Molecules 2025 dataset | ωB97M-V/def2-TZVPD
C -0.135 1.195 0.969
C 0.282 0.530 -0.385
C -0.048 -1.012 -0.369
N -1.404 -1.208 0.041
N 1.622 0.429 -0.580
H 0.392 2.132 1.150
H -1.205 1.327 0.988
H 0.132 0.451 1.717
H -1.224 -1.241 -1.068
H -1.688 -2.192 0.003
H -0.159 1.065 -1.259
H 2.185 1.279 -0.772
H 0.727 -1.488 -1.010
H 0.524 -1.266 0.576
```

Results of the Mulliken charge analysis, in e, for atoms 1 through 8:
1 C -0.975
2 C 0.282
3 C -0.963
4 N -0.537
5 N -0.143
6 H 0.404
7 H 0.337
8 H 0.316

Record 3
C34H31IMoN3O2PS2 as an isolated structure in a non-equilibrium geometry, computed with ωB97M-V/def2-TZVPD.

Output
Molar mass   831.59 g mol⁻¹
DFT total energy   -3131.11932 a.u.
HOMO-LUMO gap   0.221 hartree
LUMO level   -12.4 eV
Total charge   +4

Structure (XYZ):
```
75
C34H31IMoN3O2PS2 | the Open Molecules 2025 dataset | ωB97M-V/def2-TZVPD
Mo 0.390 -0.896 -1.181
N 2.800 -4.360 -1.864
C 2.223 -3.284 -1.329
S 0.438 -3.304 -1.130
N 2.919 -2.232 -1.010
N 2.188 -1.275 -0.352
C 2.648 -0.890 0.802
C 1.830 -0.322 1.840
C 2.369 -0.060 3.109
C 1.543 0.151 4.195
C 0.158 0.062 4.053
C -0.408 -0.182 2.811
C 0.423 -0.323 1.706
O -0.046 -0.563 0.461
H 2.289 -5.228 -1.913
H 3.809 -4.425 -1.844
H 3.654 -1.209 1.059
H 3.444 -0.070 3.240
H 1.972 0.336 5.170
H -0.479 0.155 4.923
H -1.473 -0.353 2.692
I -1.777 3.226 1.820
C -2.723 5.107 1.296
C -2.628 6.173 2.135
C -3.307 7.352 1.764
C -4.048 7.390 0.615
C -4.144 6.261 -0.235
C -4.948 6.260 -1.399
C -5.087 5.142 -2.183
C -4.387 3.971 -1.871
C -3.553 3.949 -0.766
P -2.496 2.545 -0.483
C -0.991 2.467 -1.478
C 0.235 1.999 -0.969
C 1.312 1.832 -1.837
C 1.167 2.138 -3.192
C -0.038 2.608 -3.682
C -1.126 2.768 -2.829
C -3.279 0.942 -0.544
C -2.709 -0.189 -1.157
C -3.440 -1.357 -1.233
C -4.727 -1.421 -0.697
C -5.292 -0.309 -0.087
C -4.576 0.874 -0.016
C -3.439 5.070 0.096
H -2.068 6.141 3.061
H -3.235 8.216 2.410
H -4.583 8.290 0.341
H -5.481 7.169 -1.652
H -5.739 5.158 -3.046
H -4.510 3.095 -2.498
H 0.409 1.942 0.099
H 2.294 1.607 -1.437
H 2.024 2.070 -3.850
H -0.129 2.891 -4.722
H -2.058 3.162 -3.218
H -1.715 -0.165 -1.625
H -3.025 -2.230 -1.720
H -5.292 -2.341 -0.770
H -6.292 -0.356 0.322
H -5.016 1.752 0.443
O 0.824 -1.051 -2.952
S 1.109 -2.154 -4.091
C 2.320 -1.332 -5.148
C 1.526 -0.434 -6.089
C 0.314 -1.262 -6.505
C -0.287 -1.840 -5.223
H 2.822 -2.143 -5.684
H 3.048 -0.832 -4.508
H 2.134 -0.143 -6.945
H 1.213 0.473 -5.567
H 0.626 -2.071 -7.167
H -0.427 -0.670 -7.041
H -0.825 -2.775 -5.375
H -0.927 -1.135 -4.692
```

Results of the Mulliken charge analysis, in e, for atoms 1 through 8:
1 Mo 0.618
2 N -0.357
3 C 0.538
4 S -0.168
5 N -1.165
6 N 0.769
7 C -0.850
8 C 0.667

Record 4
One molecule with the formula C5H6O2 in a non-equilibrium geometry, computed with ωB97M-V/def2-TZVPD.

Output
Molar mass   98.10 g mol⁻¹
DFT total energy   -344.45445 a.u.
HOMO-LUMO gap   0.345 hartree
LUMO level   -0.1 eV

Structure (XYZ):
```
13
C5H6O2 | the Open Molecules 2025 dataset | ωB97M-V/def2-TZVPD
O -1.822 -1.267 -0.396
C -0.859 -1.395 0.631
C 0.231 -0.363 0.520
C 0.807 0.169 -0.713
C 1.479 1.372 -0.119
C 0.124 1.011 0.520
O 0.156 0.283 -1.767
H -1.358 -1.116 -1.236
H -0.422 -2.405 0.648
H -1.391 -1.254 1.574
H 1.643 2.158 -0.856
H 2.246 1.286 0.647
H -0.835 1.520 0.547
```

Results of the Mulliken charge analysis, in e, for atoms 1 through 8:
1 O -0.512
2 C -0.586
3 C 0.310
4 C 0.438
5 C -0.511
6 C -0.289
7 O -0.660
8 H 0.356

Record 5
One molecule with the formula C7H13N2O3 in a non-equilibrium geometry, computed with ωB97M-V/def2-TZVPD.

Output
Molar mass   173.19 g mol⁻¹
DFT total energy   -609.60778 a.u.
HOMO-LUMO gap (spin up / spin down)   0.309 / 0.320 hartree
⟨S²⟩   0.758
Spin multiplicity   2
LUMO level (spin up / spin down)   0.0 / -1.1 eV

Structure (XYZ):
```
25
C7H13N2O3 | the Open Molecules 2025 dataset | ωB97M-V/def2-TZVPD
C 0.136 0.489 0.802
C 0.077 0.752 -0.625
C 0.837 -0.069 -1.596
O 1.349 0.437 -2.603
C 0.301 1.697 1.711
H 0.926 -0.235 1.044
C -0.765 1.855 -1.175
N 0.947 -1.395 -1.353
C 1.552 -2.295 -2.308
H 0.504 1.376 2.742
H 1.166 2.296 1.395
H -0.597 2.330 1.708
H -1.371 1.498 -2.015
H -1.417 2.282 -0.399
H -0.135 2.682 -1.542
H 0.573 -1.792 -0.502
H 1.641 -3.285 -1.848
H 0.936 -2.383 -3.215
H 2.551 -1.943 -2.603
C -1.411 -0.426 1.312
H -1.449 -1.321 0.686
H -2.250 0.252 1.143
N -1.384 -0.831 2.711
O -2.044 -0.195 3.513
O -0.673 -1.776 3.015
```

Results of the Mulliken charge analysis, in e, for atoms 1 through 8:
1 C 0.091
2 C 0.506
3 C 0.376
4 O -0.659
5 C -1.487
6 H 0.475
7 C -1.392
8 N -0.110

Record 6
C53H45BCaN8O5PS as an isolated structure in a non-equilibrium geometry, computed with ωB97M-V/def2-TZVPD.

Output
Molar mass   987.92 g mol⁻¹
DFT total energy   -4303.19894 a.u.
HOMO-LUMO gap   0.224 hartree
LUMO level   1.3 eV
Total charge   -1

Structure (XYZ):
```
115
C53H45BCaN8O5PS | the Open Molecules 2025 dataset | ωB97M-V/def2-TZVPD
Ca 0.351 0.237 1.061
C -3.147 3.072 -0.104
C -1.912 2.727 0.277
N -1.470 1.380 -0.045
C -2.615 0.453 0.136
C -3.814 0.927 -0.417
N -4.073 2.198 -0.645
C -2.486 -0.701 0.942
C -3.466 -1.736 0.946
C -3.459 -2.687 1.935
C -2.403 -2.648 2.881
C -1.402 -1.733 2.727
N -1.426 -0.772 1.784
C -0.223 -1.686 3.621
C 0.041 -2.655 4.593
N 1.089 -2.589 5.399
C 1.916 -1.558 5.230
C 1.691 -0.609 4.251
N 0.623 -0.660 3.462
C -4.529 -3.707 2.068
C -4.373 -4.831 2.874
C -5.429 -5.713 3.028
N -6.610 -5.561 2.440
C -6.746 -4.506 1.640
C -5.757 -3.562 1.430
H -3.513 4.079 0.066
H -1.209 3.391 0.755
H -4.636 0.237 -0.590
H -4.188 -1.785 0.145
H -2.391 -3.335 3.710
H -0.600 -3.518 4.712
H 2.777 -1.508 5.884
H 2.388 0.199 4.075
H -3.435 -5.046 3.365
H -5.323 -6.587 3.663
H -7.708 -4.407 1.148
H -5.958 -2.718 0.786
N 3.762 -0.062 1.256
C 2.629 0.086 1.054
C 1.787 -0.849 -7.391
C 0.455 -1.097 -6.672
C -0.705 -0.770 -7.627
C 0.371 -2.578 -6.300
C 0.333 -0.189 -5.447
C 0.519 1.190 -5.587
C 0.330 2.092 -4.543
C -0.061 1.569 -3.334
O -0.392 2.217 -2.162
B -0.848 1.205 -1.323
O -0.675 -0.051 -1.897
C -0.232 0.204 -3.177
C -0.044 -0.694 -4.200
H 1.900 -1.549 -8.222
H 2.629 -0.987 -6.709
H 1.845 0.161 -7.800
H -0.689 -1.443 -8.488
H -0.636 0.256 -7.994
H -1.664 -0.885 -7.119
H 0.497 -3.190 -7.194
H -0.599 -2.829 -5.868
H 1.151 -2.856 -5.588
H 0.803 1.590 -6.552
H 0.461 3.157 -4.679
H -0.209 -1.747 -4.020
C 1.594 7.942 1.552
C 1.418 7.213 2.717
C 1.415 5.824 2.683
C 1.604 5.147 1.481
C 1.740 5.891 0.307
C 1.743 7.276 0.343
P 1.607 3.304 1.327
C 3.097 3.162 0.268
C 2.940 2.494 -0.945
C 4.014 2.306 -1.800
C 5.269 2.767 -1.436
C 5.424 3.486 -0.259
C 4.338 3.713 0.572
C 2.079 2.856 3.047
C 0.992 2.758 3.920
C 1.183 2.560 5.281
C 2.470 2.439 5.784
C 3.554 2.480 4.916
C 3.363 2.679 3.556
H 1.615 9.024 1.585
H 1.289 7.725 3.662
H 1.276 5.270 3.601
H 1.853 5.377 -0.640
H 1.869 7.839 -0.573
H 1.957 2.136 -1.226
H 3.865 1.793 -2.742
H 6.123 2.575 -2.072
H 6.397 3.876 0.015
H 4.459 4.335 1.451
H -0.017 2.854 3.529
H 0.331 2.497 5.946
H 2.627 2.297 6.846
H 4.559 2.355 5.299
H 4.217 2.666 2.894
N 1.592 -2.850 1.339
C 0.549 -3.561 0.709
C 0.075 -3.043 -0.500
C -0.976 -3.643 -1.159
C -1.573 -4.777 -0.630
C -1.103 -5.310 0.559
C -0.041 -4.705 1.234
S -2.898 -5.522 -1.586
O -3.438 -6.567 -0.732
O -3.806 -4.407 -1.838
O -2.219 -6.000 -2.782
H 2.055 -3.352 2.082
H 2.254 -2.469 0.679
H 0.554 -2.159 -0.919
H -1.350 -3.254 -2.099
H -1.571 -6.211 0.937
H 0.338 -5.119 2.164
```

Results of the Mulliken charge analysis, in e, for atoms 1 through 8:
1 Ca 2.163
2 C -0.782
3 C -0.681
4 N 0.572
5 C -0.114
6 C -0.784
7 N -0.788
8 C 0.330

Record 7
A 2-piece molecular cluster, FI2PS overall, computed with ωB97M-V/def2-TZVPD.

Output
Molar mass   335.85 g mol⁻¹
DFT total energy   -1434.77268 a.u.
HOMO-LUMO gap   0.272 hartree
Structure (SMILES)   S=PI.FI
LUMO level   -1.8 eV

Structure (XYZ):
```
5
FI2PS | the Open Molecules 2025 dataset | ωB97M-V/def2-TZVPD
S 0.587 2.996 -0.616
P 0.393 1.104 -0.820
I 1.984 0.094 0.758
F -0.755 -2.658 0.635
I -2.208 -1.536 0.043
```

Want to see where the charge sits? The Mulliken charges in e are:
1 S -0.197
2 P 0.189
3 I -0.017
4 F -0.390
5 I 0.415

Record 8
C31H84AgN7O8Pd as an isolated structure in a non-equilibrium geometry, computed with ωB97M-V/def2-TZVPD.

Output
Molar mass   897.34 g mol⁻¹
DFT total energy   -2490.42598 a.u.
HOMO-LUMO gap (spin up / spin down)   0.060 / 0.042 hartree
⟨S²⟩   2.007
Spin multiplicity   3
LUMO level (spin up / spin down)   -9.1 / -9.6 eV
Total charge   +2

Structure (XYZ):
```
132
C31H84AgN7O8Pd | the Open Molecules 2025 dataset | ωB97M-V/def2-TZVPD
Pd -5.924 -2.341 -5.182
Ag -8.699 1.020 -1.399
C -1.187 1.801 -1.351
C -1.743 0.352 -1.169
C -1.738 -0.239 0.200
O -2.946 0.137 -1.886
H -1.950 2.447 -0.917
H -1.105 2.063 -2.405
H -0.237 1.852 -0.818
H -1.044 -0.390 -1.553
H -2.204 -1.204 0.396
H -2.212 0.559 0.771
H -0.727 -0.324 0.599
C 5.037 3.997 -8.825
C 4.081 2.832 -8.717
C 3.915 2.460 -7.198
O 5.149 2.074 -6.598
C 4.970 1.852 -5.174
N 2.816 3.315 -9.211
H 5.164 4.272 -9.872
H 5.980 3.636 -8.414
H 4.896 4.885 -8.208
H 4.292 1.946 -9.316
H 3.239 1.616 -7.065
H 3.528 3.365 -6.730
H 4.584 2.711 -4.625
H 5.910 1.530 -4.726
H 4.267 1.046 -4.967
H 2.290 2.494 -9.475
H 3.002 3.712 -10.121
C -7.564 2.781 3.561
C -8.721 3.687 2.958
C -8.078 4.822 2.041
O -7.529 4.357 0.837
C -7.389 5.326 -0.181
N -9.508 2.804 2.204
H -7.774 2.000 4.292
H -6.767 3.377 4.005
H -6.924 2.477 2.732
H -9.322 4.089 3.773
H -7.380 5.349 2.692
H -8.891 5.500 1.780
H -6.655 5.131 -0.963
H -7.197 6.267 0.335
H -8.326 5.492 -0.713
H -9.825 2.158 2.913
H -10.309 3.378 1.982
C -6.286 -4.701 -10.761
C -5.743 -3.947 -9.551
C -5.674 -2.499 -9.947
O -4.898 -1.771 -8.988
C -4.813 -0.356 -9.131
N -6.737 -4.032 -8.514
H -7.333 -4.455 -10.942
H -6.382 -5.751 -10.486
H -5.691 -4.545 -11.661
H -4.778 -4.336 -9.226
H -6.674 -2.074 -10.024
H -5.164 -2.398 -10.906
H -4.115 -0.105 -8.332
H -5.725 0.221 -8.980
H -4.226 0.034 -9.963
H -6.897 -4.971 -8.178
H -7.628 -3.973 -8.985
C 6.363 0.261 1.834
C 7.877 0.190 1.952
C 8.604 1.556 2.431
O 8.656 2.478 1.278
C 9.104 3.757 1.634
N 8.323 -0.845 2.941
H 6.241 1.239 1.369
H 5.784 0.278 2.757
H 5.929 -0.552 1.251
H 8.319 -0.063 0.988
H 9.660 1.318 2.561
H 8.194 1.985 3.345
H 8.290 4.417 1.933
H 9.484 4.249 0.739
H 9.979 3.742 2.283
H 7.978 -1.785 2.807
H 8.265 -0.670 3.934
C 2.520 -3.972 6.776
C 3.048 -4.096 8.198
C 3.625 -2.769 8.810
O 4.974 -2.457 8.360
C 5.306 -1.165 8.770
N 2.118 -4.901 8.993
H 3.300 -3.836 6.026
H 1.812 -3.167 6.578
H 1.908 -4.825 6.485
H 4.000 -4.621 8.129
H 3.780 -2.867 9.884
H 2.949 -1.937 8.609
H 5.914 -0.787 7.948
H 6.042 -1.244 9.571
H 4.481 -0.530 9.095
H 2.167 -5.855 8.664
H 2.191 -4.811 9.996
C 0.510 -5.082 -4.981
C -0.341 -6.163 -4.362
C 0.382 -6.673 -3.096
O -0.381 -7.735 -2.544
C 0.248 -8.162 -1.332
N -1.572 -5.514 -3.915
H 0.206 -4.817 -5.994
H 1.594 -5.178 -5.056
H 0.410 -4.110 -4.498
H -0.659 -6.974 -5.018
H 0.500 -5.964 -2.276
H 1.354 -7.111 -3.321
H 1.252 -8.574 -1.429
H -0.411 -8.895 -0.864
H 0.297 -7.294 -0.675
H -2.003 -5.974 -3.125
H -1.144 -4.663 -3.582
C -1.170 3.732 11.082
C 0.040 3.796 10.031
C -0.349 4.021 8.549
O 0.760 4.222 7.706
C 0.497 3.803 6.374
N 0.789 4.865 10.591
H -1.755 4.649 11.138
H -0.868 3.420 12.082
H -1.861 2.989 10.683
H 0.631 2.888 10.150
H -0.800 5.000 8.393
H -1.108 3.337 8.170
H -0.367 4.258 5.889
H 0.459 2.713 6.356
H 1.402 4.085 5.837
H 0.232 5.696 10.454
H 1.559 4.887 9.938
```

Results of the Mulliken charge analysis, in e, for atoms 1 through 8:
1 Pd 0.882
2 Ag 0.946
3 C -1.008
4 C 0.601
5 C -1.165
6 O -0.437
7 H 0.288
8 H 0.302